25
Properties=species:S:1:pos:R:3:lowdin_charge:R:1 method="wB97M-V/def2-TZVPD" e_tot_ha=-368.77824 orbital_gap_ha=0.3581 molar_mass_g_mol=119.208 e_lumo_ev=0.92 smiles=CN[C@@H](C)C(C)C.O relative_energy_kj_mol=59.4
C 2.514 0.370 0.271 -0.0974
N 1.204 -0.137 -0.133 -0.1141
C 0.085 0.755 0.084 -0.4026
C 0.050 1.962 -0.898 -0.0391
C -1.270 0.034 0.152 -0.3950
C -2.323 0.903 0.819 -0.0765
C -1.727 -0.455 -1.204 -0.0802
H 2.438 1.438 0.487 0.0685
H 3.300 0.184 -0.455 0.0830
H 2.739 -0.043 1.261 0.0780
H 1.114 -0.628 -1.010 0.1077
H 0.259 1.204 1.071 0.1391
H 0.131 1.541 -1.908 0.0764
H -0.854 2.549 -0.812 0.0641
H 0.972 2.534 -0.779 0.0667
H -1.103 -0.850 0.775 0.1257
H -2.203 1.074 1.888 0.0803
H -2.456 1.874 0.337 0.0698
H -3.298 0.436 0.676 0.0792
H -2.368 -1.334 -1.284 0.0811
H -0.980 -0.553 -1.995 0.0701
H -2.354 0.307 -1.693 0.0822
O 1.056 -3.008 0.862 -0.0803
H 0.758 -2.773 1.745 0.0259
H 1.085 -2.157 0.390 -0.0126

---

25
Properties=species:S:1:pos:R:3:lowdin_charge:R:1 method="wB97M-V/def2-TZVPD" e_tot_ha=-368.76953 orbital_gap_ha=0.3309 molar_mass_g_mol=119.208 e_lumo_ev=0.72 smiles=CCN[C@@H](C)CC.O relative_energy_kj_mol=82.2
C 1.509 -0.804 -2.512 -0.1003
C 1.555 -0.499 -1.022 -0.2979
N 1.106 0.842 -0.748 -0.0608
C 0.115 1.080 0.277 -0.4331
C 0.053 2.577 0.551 -0.0714
C -1.258 0.521 -0.107 -0.2345
C -2.025 -0.058 1.042 -0.1035
H 1.655 -1.874 -2.730 0.0726
H 2.099 -0.056 -3.017 0.0644
H 0.480 -0.692 -2.874 0.0625
H 2.576 -0.631 -0.654 0.1060
H 0.962 -1.204 -0.449 0.1075
H 1.856 1.510 -0.717 0.1076
H 0.400 0.652 1.244 0.1296
H -0.763 2.758 1.262 0.0773
H 0.928 2.900 1.122 0.0746
H -0.138 3.259 -0.273 0.0791
H -1.807 1.328 -0.605 0.1093
H -1.175 -0.097 -0.996 0.0984
H -1.326 -0.677 1.632 0.0578
H -2.348 0.685 1.762 0.0700
H -2.816 -0.762 0.794 0.0729
O -0.818 -3.277 2.268 -0.0671
H -0.237 -3.432 3.027 0.0373
H -0.583 -4.048 1.723 0.0418

---

25
Properties=species:S:1:pos:R:3:lowdin_charge:R:1 method="wB97M-V/def2-TZVPD" e_tot_ha=-368.72674 orbital_gap_ha=0.3579 molar_mass_g_mol=119.208 e_lumo_ev=0.89 smiles=CCCCCNC.O relative_energy_kj_mol=194.6
C 1.843 2.038 -1.736 -0.1473
C 0.745 1.596 -0.796 -0.2683
C 1.093 0.230 -0.042 -0.1934
C 0.628 -1.037 -0.766 -0.1754
C -0.928 -1.064 -0.826 -0.2557
N -1.388 -1.181 0.537 -0.1328
C -1.665 -2.566 0.953 -0.1272
H 2.274 1.149 -2.307 0.0726
H 2.832 2.470 -1.344 0.0871
H 1.345 2.794 -2.523 0.1080
H 0.739 2.349 -0.044 0.0770
H -0.212 1.605 -1.258 0.0758
H 2.161 0.204 -0.026 0.0903
H 0.758 0.338 1.016 0.0723
H 0.918 -1.898 -0.181 0.1008
H 1.036 -1.004 -1.740 0.0893
H -1.376 -1.766 -1.480 0.0872
H -1.236 -0.139 -1.401 0.1169
H -2.166 -0.480 0.810 0.1450
H -0.764 -2.995 1.455 0.0808
H -2.315 -2.726 1.821 0.0790
H -1.911 -3.241 0.230 0.0345
O -0.253 1.752 2.271 -0.0396
H 0.109 1.017 2.754 0.0353
H -0.745 1.391 1.563 -0.0122